Molecular formula: C6H10O
Method: DFT, ωB97M-V with the def2-TZVPD basis set

The relative energy (zero: lowest compared OMol25 entry of this formula, charge and spin) is 0.7131 eV. As for the HOMO-LUMO gap: 10.76 eV. The lowest unoccupied orbital energy comes out at 1.032 eV. Its total energy is -8430.527 eV.

XYZ file:
```
17
Properties=species:S:1:pos:R:3:forces:R:3:nbo_charge:R:1
H 0.48951 -2.46807 1.78615 0.034 0.103 -0.122 0.217
O -0.71013 2.61064 -1.73170 0.429 -0.265 0.070 -0.520
H 1.39068 0.75478 -0.32065 -0.078 -0.021 -0.083 0.227
C 0.53159 0.66748 -0.99897 -0.012 -0.034 0.105 -0.514
H -0.05638 0.69061 1.76488 -0.180 -0.005 -0.158 0.203
H -1.60181 0.23328 -0.88370 0.156 -0.002 0.079 0.231
H 1.05757 -2.34005 0.11289 -0.081 0.045 0.084 0.207
H -1.51417 -1.73877 0.52140 0.145 0.169 0.036 0.214
H -1.86471 0.59367 1.55542 0.079 -0.132 -0.073 0.221
C -0.69250 0.13402 -0.29502 -0.044 0.020 -0.155 -0.232
H 1.26790 2.45305 -2.08222 -0.143 -0.017 0.036 0.101
C 0.33874 2.01979 -1.64707 -0.245 0.096 -0.007 0.452
C -0.65398 -1.07510 0.60519 0.013 -0.112 0.034 -0.220
H 0.86460 -0.00741 -1.80434 -0.032 0.080 0.097 0.232
H 1.39919 -1.04640 1.27670 -0.066 -0.141 -0.088 0.201
C 0.64445 -1.77241 0.95399 0.032 0.016 -0.024 -0.609
C -0.89053 0.29088 1.18706 -0.007 0.198 0.169 -0.412
```
Forces are in eV/Å.



Molecular formula: C13H38ClDySi4TeYb
Method: DFT, ωB97M-V with the def2-TZVPD basis set

As for the spin multiplicity: 7. As for the HOMO-LUMO gap (alpha / beta): 6.44 / 6.31 eV. The lowest unoccupied orbital energy (alpha / beta) comes out at 1.955 / 1.825 eV. The expectation value of S² is 12.3408. Its charge is -1. Its total energy is -121036.845 eV.

XYZ file:
```
59
Properties=species:S:1:pos:R:3:forces:R:3:mulliken_spin:R:1
H -3.15599 -3.00348 1.91898 -0.174 0.177 -0.038 0.000
H -4.02961 0.84790 3.59136 0.010 -0.192 -0.160 0.000
C -0.56072 -0.80873 4.35038 0.256 -0.158 0.322 0.000
C -1.82223 2.79579 3.18398 0.119 0.507 0.144 0.000
H -3.21583 3.10483 0.25876 0.248 0.010 0.071 0.000
H 0.21163 -3.02954 1.06011 -0.025 0.145 0.137 0.000
H -5.67152 -0.00800 0.42891 -0.024 0.217 -0.118 0.000
H -1.96242 4.37364 0.27467 -0.172 -0.063 -0.135 0.000
H -5.13121 -0.52011 3.37976 0.065 0.070 0.211 0.000
H -0.59269 0.24349 4.65687 0.014 -0.153 -0.136 0.000
H 3.88374 1.06263 -1.42379 0.089 0.094 0.117 0.002
H 0.73204 -3.42739 2.70661 -0.168 -0.063 -0.099 0.000
H 1.85632 -3.18951 -6.76120 -0.142 0.080 -0.168 0.004
H 3.30711 1.04905 -7.30363 0.466 0.048 0.159 0.029
Cl 2.60340 -1.10980 -2.92309 -0.018 -0.589 -0.003 -0.030
H 1.19389 2.61906 0.43620 -0.185 -0.037 0.276 0.000
C 0.68881 2.90515 1.37173 0.015 0.626 -0.099 0.000
H -2.89144 2.57147 3.27565 0.244 0.040 -0.164 0.000
H -4.35103 0.37616 -0.69879 0.061 -0.120 0.222 0.000
H 0.13958 -1.31948 5.02716 -0.152 0.066 0.034 0.000
C -2.13984 3.29397 0.16571 0.156 0.483 0.024 0.000
H -1.00260 -3.31855 2.30921 0.207 0.179 0.037 0.000
H 2.44185 -1.85626 -7.81411 -0.317 -0.206 0.369 -0.011
H 0.99218 -1.61959 -6.78923 0.149 -0.133 -0.003 0.004
Si -1.12150 2.40942 1.47635 -0.260 -1.145 -0.253 0.000
H 2.49309 -1.09139 3.06581 0.010 0.107 -0.016 0.000
H -4.73880 -2.65091 1.16872 0.140 -0.213 0.028 0.000
C 1.98287 -2.10028 -6.82527 0.054 -0.382 -0.639 -0.105
H -3.51194 -0.77989 4.04799 -0.093 0.058 -0.241 0.000
C 3.98870 0.64485 -6.52836 0.279 1.815 -0.884 0.854
H 3.45993 1.75106 0.15995 0.187 -0.247 0.007 0.000
H -1.55645 -1.23751 4.51340 0.257 0.045 -0.120 0.000
C 3.23196 0.93349 -0.54108 1.079 0.573 0.938 0.001
H -1.30202 2.28046 3.99975 -0.037 0.028 -0.217 0.000
Si -3.55568 -0.54458 1.51864 1.281 0.391 -0.081 0.000
H 5.87865 -2.89948 -4.79808 0.239 -0.018 0.000 0.004
H -4.72882 1.49439 0.61629 -0.031 -0.192 0.091 0.000
H 0.73595 4.00179 1.41976 0.160 -0.051 0.068 0.000
Yb 1.29950 0.68876 -1.69535 -1.224 0.146 -0.648 0.009
H 1.97553 0.58541 2.86615 -0.127 -0.147 0.035 0.000
C 1.84649 -0.42856 2.47404 0.416 -0.236 0.230 0.000
Si 0.08427 -1.05436 2.59454 -0.577 0.251 -0.747 0.000
H 3.55405 -0.02238 -0.10252 0.075 0.180 0.023 0.000
C -3.66931 -2.39702 1.16320 -0.427 0.032 0.062 0.000
C -4.66887 0.43370 0.34731 -0.304 -0.219 0.144 0.000
H 2.25698 -0.41586 1.45857 -0.265 -0.057 0.115 0.000
H 4.97391 1.15570 -6.53514 -0.492 -0.051 -0.196 0.035
Si -1.30778 0.10672 1.10148 -0.661 -0.044 0.592 0.000
H 6.28135 -1.23666 -4.28980 -0.082 -0.083 -0.080 0.002
H 1.29556 2.50090 2.18898 -0.178 0.056 -0.140 0.000
H -1.69441 3.87487 3.35036 -0.088 -0.086 0.128 0.000
Te -1.33231 -0.62742 -1.24591 0.047 -0.092 -0.391 0.000
C -4.07936 -0.20839 3.30524 -0.560 -0.187 0.005 0.000
C 5.75643 -1.83881 -5.04592 0.497 -0.443 -0.392 -0.086
H -3.26009 -2.67397 0.18568 -0.058 0.221 0.145 0.000
Dy 3.53628 -1.16560 -5.34072 -0.337 -0.651 0.738 5.300
H -1.84643 3.00281 -0.84966 0.001 -0.033 0.174 0.000
C -0.01713 -2.87411 2.12111 0.326 -0.224 0.207 0.000
H 6.23599 -1.64985 -6.02772 0.028 -0.133 0.314 -0.011
```
Forces are in eV/Å.



Molecular formula: C2H4BrN
Method: DFT, ωB97M-V with the def2-TZVPD basis set

The relative energy (zero: lowest compared OMol25 entry of this formula, charge and spin) is 0.1004 eV. As for the HOMO-LUMO gap: 11.33 eV. The lowest unoccupied orbital energy comes out at 0.763 eV. Its total energy is -73670.892 eV.

XYZ file:
```
8
Properties=species:S:1:pos:R:3:forces:R:3:nbo_charge:R:1
Br 1.91436 -0.21840 -1.14376 0.136 0.049 0.392 -0.025
H -1.58254 -0.00448 0.06214 0.541 0.654 -0.607 0.242
C -0.72505 0.62390 -0.28823 -0.324 -2.375 1.508 -0.678
C 0.47760 -0.17330 0.15713 -1.667 -0.353 -0.483 0.258
N 0.31844 -0.95386 1.12289 1.384 -0.164 -0.263 -0.607
H 1.12772 -1.57001 1.18859 0.025 -0.082 0.475 0.352
H -0.80711 1.52528 0.21395 0.053 1.975 0.940 0.233
H -0.72342 0.77088 -1.31271 -0.149 0.294 -1.961 0.225
```
Forces are in eV/Å.



Molecular formula: C10H14Cl2
Method: DFT, ωB97M-V with the def2-TZVPD basis set

The relative energy (zero: lowest compared OMol25 entry of this formula, charge and spin) is 0.2874 eV. As for the HOMO-LUMO gap: 8.85 eV. The lowest unoccupied orbital energy comes out at 0.733 eV. Its total energy is -35638.804 eV.

XYZ file:
```
26
Properties=species:S:1:pos:R:3:forces:R:3:nbo_charge:R:1
C -0.45855 1.88752 0.14040 -1.670 -0.380 -2.372 -0.386
Cl 3.58926 1.34920 -0.66415 0.868 0.934 -0.212 0.058
H -1.63654 0.60690 2.35270 -1.384 0.192 0.436 0.215
H -0.43432 -2.75238 -0.61003 0.385 0.014 -0.269 0.219
H -2.05766 0.66598 -1.52516 -0.848 1.922 -0.082 0.210
C -0.66462 0.27194 2.10701 -0.314 1.306 -1.022 -0.613
H -1.81573 -2.36483 0.31071 -1.370 -0.323 0.282 0.216
C 1.83265 -0.58555 0.04638 0.111 0.951 -0.382 -0.202
C 0.59063 0.04506 -0.32053 -1.062 0.381 -0.485 -0.084
H -1.18709 -0.44585 -2.47818 1.286 0.040 -1.694 0.213
H -0.59309 -0.72533 2.28995 0.207 -2.741 1.294 0.204
H -0.02918 0.84519 2.74113 1.024 0.381 0.163 0.213
H 0.01758 2.48434 0.89687 -0.141 0.645 0.102 0.213
C 3.08043 -0.11057 -0.00068 -1.577 -0.984 -0.378 -0.153
H 1.74758 -1.55034 0.44146 0.017 -1.367 0.560 0.223
C 0.49963 1.42735 -0.97217 -0.098 -0.368 2.102 -0.412
H -0.28515 -2.06771 1.06968 -0.406 -0.471 -1.281 0.204
C -1.70777 -0.30534 -1.58994 -1.205 -2.726 0.893 -0.612
C -0.52695 0.45575 0.64463 -0.312 0.138 0.211 0.016
H 1.40270 1.95469 -0.86078 0.679 0.661 -0.975 0.227
Cl 4.30875 -1.20664 0.37170 1.428 -0.626 0.521 0.035
C -0.84182 -2.02894 0.08350 1.203 -0.349 1.966 -0.607
H -0.05587 1.44279 -1.86139 0.295 0.153 -1.757 0.206
C -0.83971 -0.63552 -0.38242 1.293 1.952 -0.533 -0.011
H -1.33243 2.33717 -0.45080 0.580 -0.151 1.922 0.193
H -2.60272 -0.99488 -1.77990 1.010 0.815 0.990 0.216
```
Forces are in eV/Å.



Molecular formula: C6H13NO2S
Method: DFT, ωB97M-V with the def2-TZVPD basis set

As for the spin multiplicity: 3. The relative energy (zero: lowest compared OMol25 entry of this formula, charge and spin) is 2.1739 eV. As for the HOMO-LUMO gap (alpha / beta): 6.00 / 6.00 eV. The lowest unoccupied orbital energy (alpha / beta) comes out at 0.434 / -2.852 eV. The expectation value of S² is 2.0178. Its total energy is -22846.246 eV.

XYZ file:
```
23
Properties=species:S:1:pos:R:3:forces:R:3:mulliken_spin:R:1
H 1.15001 3.23268 1.35533 0.228 0.742 -0.140 0.005
C 0.01203 -1.93009 0.65684 -2.794 -1.780 -1.480 0.014
C 0.56129 -0.07007 -1.85927 -1.434 -1.136 4.321 -0.025
H 0.02798 -2.63993 -0.28726 0.273 2.009 1.452 -0.003
H 0.87120 -2.03235 1.23339 1.738 -0.474 0.701 0.002
O 3.56052 0.26641 1.22095 0.900 1.156 2.783 0.275
H 0.09012 0.83643 -2.16461 0.481 0.783 -0.650 0.003
H -0.81708 -2.39297 1.25614 0.629 0.340 -0.350 -0.001
C -1.82667 -0.14799 0.05515 1.975 -1.428 1.779 0.053
H -2.52509 -0.70052 0.75018 0.554 1.443 -0.443 -0.001
H -1.99581 -0.60416 -0.87069 -0.053 -0.856 -1.538 -0.001
S 3.03044 -0.48588 0.11190 0.133 -2.603 0.320 0.836
H 2.06538 1.65480 -0.34548 1.289 1.452 -0.869 -0.011
H -0.29255 -0.83022 -1.81073 1.815 0.743 -0.306 0.000
H -0.09729 2.08994 1.79647 -1.645 -0.765 0.708 0.009
O 3.46958 0.00349 -1.18329 0.541 0.491 -2.851 0.257
N 0.72941 0.27826 -0.08745 -2.371 -0.781 -3.472 0.504
C 1.18906 1.54672 0.20294 -1.747 -1.184 0.369 -0.075
H 1.54730 -0.41467 -2.15926 -0.228 0.404 -0.239 -0.007
H -1.86768 0.89846 -0.13121 -0.872 0.964 0.566 0.000
C 0.62923 2.33941 1.10112 1.774 0.733 -0.096 0.204
C -0.31916 -0.42917 0.60355 -2.103 -1.104 0.562 -0.042
H -0.45135 -0.25508 1.71128 0.914 0.853 -1.126 0.006
```
Forces are in eV/Å.



Molecular formula: C3H5NO2
Method: DFT, ωB97M-V with the def2-TZVPD basis set

The relative energy (zero: lowest compared OMol25 entry of this formula, charge and spin) is 1.6332 eV. As for the HOMO-LUMO gap: 10.93 eV. The lowest unoccupied orbital energy comes out at 0.881 eV. Its total energy is -8776.062 eV.

XYZ file:
```
11
Properties=species:S:1:pos:R:3:forces:R:3:nbo_charge:R:1
C -1.69517 -0.36525 -0.77771 -0.178 -0.371 -0.388 -0.455
C 2.24200 -0.06124 0.41363 0.021 0.416 0.442 0.657
H -2.52563 0.17166 -1.23679 0.006 -0.072 -0.002 0.208
O 2.66706 0.65020 1.27560 -0.243 -0.294 -0.368 -0.546
H -0.01353 1.30654 1.40364 1.592 -0.385 0.653 0.203
N -1.30445 0.35293 0.39242 -0.019 0.180 -0.201 -0.417
H -2.05489 -1.34957 -0.50187 -0.086 -0.296 -0.043 0.210
H -0.88506 -0.46011 -1.49904 0.007 -0.153 -0.116 0.189
O 0.93512 -0.20467 0.06844 -0.303 0.232 0.168 -0.535
H 2.85525 -0.71181 -0.23450 -0.230 0.148 0.143 0.130
C -0.10746 0.47608 0.72244 -0.566 0.595 -0.288 0.357
```
Forces are in eV/Å.



Question: Among the records above, which one has the highest total energy?
Answer: C6H10O